(1)
Molecular formula: C13H48N16O11
Method: DFT, ωB97M-V/def2-TZVPD

Each line ends with the Löwdin charge.
Atoms and positions in Å:
H: 8.635 10.928 14.132  0.09
H: 14.885 9.803 11.531  0.06
C: 15.223 15.146 11.796  -0.28
N: 16.951 11.872 14.728  0.13
O: 16.959 9.605 14.321  -0.01
H: 16.922 13.995 12.356  0.08
H: 11.525 14.221 8.725  0.07
H: 13.187 13.212 14.357  0.05
C: 15.988 14.338 12.820  -0.10
H: 18.011 8.970 10.768  0.05
O: 16.110 16.119 11.149  -0.09
H: 15.176 6.473 13.458  0.08
H: 9.777 15.171 12.207  0.11
H: 16.334 6.054 12.145  0.06
H: 14.398 15.683 12.265  0.11
C: 13.088 12.782 7.392  -0.75
C: 13.698 11.562 11.499  -0.30
O: 12.851 12.463 12.233  -0.13
H: 12.956 14.841 14.871  0.11
H: 11.323 14.313 12.170  0.07
C: 17.642 10.646 14.425  -0.56
O: 17.252 6.073 9.755  0.06
O: 13.720 14.273 17.131  0.05
C: 17.831 7.119 9.944  -0.67
H: 16.047 11.927 15.217  0.08
O: 7.958 11.908 12.472  -0.01
O: 12.164 13.415 6.984  0.04
N: 17.631 10.009 7.884  0.17
N: 7.766 13.514 10.935  0.16
O: 15.930 11.134 8.820  0.03
H: 19.562 11.552 14.543  0.09
H: 18.839 11.092 9.658  0.12
H: 12.149 13.904 10.320  0.07
H: 13.935 14.205 8.511  0.11
H: 12.766 11.292 6.133  0.11
H: 19.455 10.223 13.473  0.09
H: 11.025 9.633 15.820  0.10
H: 13.793 10.884 7.460  0.09
H: 14.230 6.903 10.924  0.10
N: 9.438 10.581 14.674  0.17
H: 12.288 9.471 14.875  0.10
H: 14.022 12.061 17.337  0.07
H: 18.172 9.171 8.091  0.07
C: 10.539 10.104 14.101  -0.67
H: 19.686 7.913 9.915  0.10
H: 12.907 11.465 16.209  0.06
H: 8.298 14.294 10.584  0.05
N: 17.484 8.120 10.785  0.18
H: 15.712 16.991 11.080  0.08
O: 14.697 7.231 11.709  -0.15
H: 16.735 7.953 11.447  0.08
H: 13.147 11.089 10.702  0.10
H: 14.810 5.179 12.287  0.08
N: 13.911 13.208 8.375  0.17
H: 9.434 12.379 9.758  0.10
C: 8.310 12.406 11.393  -0.74
N: 9.135 11.847 10.540  0.20
H: 9.557 11.037 15.567  0.11
H: 19.454 6.633 8.913  0.10
N: 19.018 7.471 9.282  0.10
C: 10.524 14.950 10.332  -0.74
H: 14.512 12.180 11.081  0.08
N: 12.931 13.854 15.070  0.18
H: 15.044 10.799 13.046  0.06
N: 13.701 12.094 16.393  0.13
N: 10.565 14.791 11.706  0.16
H: 9.776 11.237 11.052  0.10
H: 17.498 11.646 10.599  0.13
N: 18.973 10.905 14.037  0.13
N: 17.865 10.983 9.905  0.15
C: 14.339 10.400 12.288  -0.06
H: 12.025 11.972 12.458  0.08
O: 9.598 15.561 9.866  0.03
H: 15.458 13.483 13.189  0.03
H: 14.760 12.672 8.485  0.05
H: 6.816 13.731 11.242  0.12
H: 17.309 12.703 14.304  0.04
C: 13.466 13.507 16.239  -0.68
O: 10.769 9.940 12.902  0.02
N: 11.515 10.082 15.061  0.12
C: 15.276 6.147 12.431  -0.14
H: 16.994 9.921 7.078  0.13
C: 17.048 10.674 8.895  -0.71
N: 13.372 11.595 6.875  0.17
H: 14.834 14.460 11.047  0.08
N: 11.521 14.383 9.705  0.20
H: 13.565 9.726 12.642  0.05
H: 16.237 15.012 13.667  0.10

## Properties
Structure (SMILES) ... NC(N)=O.NC(N)=O.NC(N)=O.NC(N)=O.NC(N)=O.NC(N)=O.NC(N)=O.NC(N)=O.CCO.CCO.CO
Lowest unoccupied orbital energy ... -0.1 eV
Orbital gap ... 9.054 eV
Net charge ... 0
Electronic energy ... -60630.5473 eV

=====

(2)
Molecular formula: C13H48N8O11
Method: DFT, ωB97M-V/def2-TZVPD

Each line ends with the Löwdin charge.
Atoms and positions in Å:
H: 3.167 0.966 -0.055  0.08
C: 2.927 -1.509 3.078  -0.06
H: -5.448 1.773 1.950  0.08
H: 0.713 -0.192 -2.547  0.02
O: 1.474 1.946 1.954  -0.01
C: -2.433 1.245 1.947  -0.04
H: 3.215 -2.362 2.464  0.10
H: 1.304 0.517 4.070  0.06
C: 5.017 0.205 -0.089  -0.80
O: 0.212 0.018 -0.764  -0.05
H: 2.184 -2.870 -4.380  0.07
N: 3.857 0.407 0.426  0.18
H: -4.460 2.730 2.903  0.08
H: 3.686 0.041 1.352  0.06
O: 1.030 0.065 -3.416  -0.07
H: 1.674 1.593 -1.819  0.00
H: 4.402 1.145 -1.718  0.11
N: -2.796 -0.021 -2.102  0.18
H: 1.107 -1.032 5.085  0.08
H: 2.055 3.931 3.427  0.13
C: 1.536 -1.314 2.938  -0.53
H: 0.071 3.146 0.134  0.04
N: -1.415 -2.231 0.439  0.18
H: -2.101 1.795 2.827  0.09
O: 5.836 -0.385 0.635  0.00
H: -2.137 -0.495 -1.501  0.07
H: -0.134 -0.275 4.007  0.06
H: 5.809 0.115 -1.875  0.13
N: -3.912 -1.926 -2.134  0.19
H: 3.094 -1.747 4.128  0.10
N: 5.058 0.492 -1.314  0.19
H: 0.092 4.658 1.028  0.12
H: 1.526 2.988 -1.249  0.01
O: -2.735 2.874 0.330  -0.08
C: -3.939 -0.642 -2.349  -0.80
H: -1.289 2.583 -0.438  0.00
C: -0.398 -1.722 -3.845  -0.04
H: 1.565 0.101 1.773  0.02
O: 1.241 -0.798 1.681  -0.08
N: 0.302 3.672 0.965  0.18
H: 1.442 5.057 2.236  0.12
H: -4.740 -2.504 -2.111  0.13
H: 1.429 -4.035 0.642  0.03
H: -2.578 -5.006 0.297  0.13
H: -5.000 3.418 1.274  0.08
H: 3.568 -0.665 2.821  0.09
O: -0.659 2.378 -1.129  -0.05
H: -3.832 1.138 0.407  0.13
H: -3.051 -2.283 -1.745  0.03
H: 0.991 -0.697 -5.241  0.14
H: -2.772 0.294 2.358  0.08
H: -2.762 0.973 -2.278  0.10
H: 2.356 -2.131 -2.941  0.08
C: -4.688 2.548 1.853  -0.02
C: 0.910 -1.053 -4.214  -0.50
H: -1.074 -1.448 -0.101  0.06
H: -0.059 0.934 -0.826  -0.03
H: -1.498 -2.107 1.438  0.11
H: -0.467 -2.645 -4.420  0.09
C: 0.922 -0.500 4.152  -0.03
N: 1.420 4.146 2.671  0.17
H: 0.604 -0.058 0.105  0.01
H: -3.342 3.450 -0.139  0.11
C: 1.099 3.168 1.891  -0.64
H: 1.219 -2.563 0.356  -0.02
N: -2.100 -4.213 0.699  0.18
H: -1.591 0.907 1.344  0.06
H: -1.175 2.383 -1.934  0.10
H: -1.269 -1.130 -4.125  0.07
O: -4.883 -0.031 -2.757  0.03
H: -0.491 -1.916 -2.776  0.06
C: -3.501 1.935 1.074  -0.43
H: -1.790 -4.086 1.652  0.12
H: 2.983 -1.261 -4.433  0.08
O: 1.695 -3.334 0.047  -0.04
C: 2.188 -1.855 -3.982  -0.05
H: 1.001 -2.251 3.090  0.13
C: -1.752 -3.350 -0.201  -0.76
O: 2.173 2.384 -1.613  -0.03
O: -1.887 -3.475 -1.388  0.05

## Properties
Structure (SMILES) ... NC(N)=O.NC(N)=O.NC(N)=O.NC(N)=O.CC(C)O.CC(C)O.CC(C)O.O.O.O.O
Lowest unoccupied orbital energy ... -0.2 eV
Orbital gap ... 8.523 eV
Net charge ... 0
Electronic energy ... -48704.4843 eV

=====

(3)
Molecular formula: C13H49O14P
Method: DFT, ωB97M-V/def2-TZVPD

Each line ends with the Löwdin charge.
Atoms and positions in Å:
C: 2.159 -0.524 -1.970  -0.14
C: -3.577 -5.044 -4.281  -0.13
H: 6.460 1.331 -0.483  0.06
H: 4.711 -1.856 1.301  0.08
C: -1.234 3.211 3.114  -0.16
H: -3.285 -5.775 -5.034  0.10
H: 1.172 -0.852 3.989  0.07
H: -0.966 0.223 -1.692  0.05
H: 0.225 -3.325 -2.334  0.09
C: 2.760 2.991 3.568  -0.13
H: 0.672 0.458 5.124  0.08
H: -0.197 -2.237 -1.095  0.07
C: 0.174 0.749 0.961  -0.13
H: 1.131 5.145 -1.373  0.08
H: 2.832 -0.433 1.364  0.05
H: 1.986 2.488 4.148  0.06
H: 2.495 2.048 1.853  0.01
H: -1.195 -2.495 -2.597  0.08
H: 2.350 3.908 3.146  0.07
H: -0.833 -1.175 3.426  0.09
H: 2.809 4.472 -1.470  0.09
O: 1.193 1.644 0.496  -0.14
C: -4.817 -2.497 -2.566  -0.09
H: -3.637 -1.131 1.490  0.09
H: -4.730 0.622 0.162  0.10
O: 3.900 -2.263 0.988  -0.10
C: -0.640 -2.959 -1.781  -0.13
H: 4.684 2.590 0.446  0.07
O: -1.444 -3.985 -1.250  -0.19
C: 4.615 1.827 -0.330  -0.13
H: 4.401 0.892 0.186  0.06
H: -5.319 -1.696 -2.024  0.09
H: 1.838 -1.625 -3.609  0.08
H: 2.952 -1.586 2.666  0.07
H: 1.668 4.115 -0.151  0.08
O: 5.867 1.770 -1.097  -0.12
P: -2.924 -4.226 -1.881  0.46
H: -1.937 2.694 2.462  0.06
H: -0.946 1.399 -2.928  0.08
H: -4.480 -5.348 -3.752  0.09
O: -3.723 -5.203 -1.084  -0.24
H: -0.297 3.191 2.556  0.06
H: -2.285 -0.753 0.368  0.07
H: -3.152 0.112 -1.827  0.01
H: -1.646 1.870 -1.414  0.08
O: -2.765 0.506 -2.612  -0.10
O: -0.821 -0.385 3.972  -0.12
O: 1.494 -0.834 -3.186  -0.12
H: 3.236 -0.510 -2.138  0.09
C: 0.394 -0.488 4.660  -0.15
O: -4.170 -0.066 -0.205  -0.12
H: -5.414 -3.404 -2.468  0.09
O: -2.568 -4.710 -3.384  -0.21
H: -3.889 -4.118 -4.764  0.08
H: -0.734 1.353 0.978  0.06
C: 1.766 4.271 -1.225  -0.16
O: 3.208 2.163 2.485  -0.15
H: 1.908 -1.952 1.334  0.08
H: 3.781 2.100 -0.976  0.06
H: 0.357 0.376 1.969  0.07
H: 3.610 3.273 4.189  0.08
H: -0.891 1.618 4.189  0.02
H: 1.238 3.370 -2.855  0.10
C: 2.869 -1.500 1.583  -0.18
H: -4.722 -2.272 -3.628  0.09
O: -3.513 -2.751 -2.083  -0.24
O: -1.152 2.529 4.342  -0.10
H: 1.904 -1.328 -1.280  0.06
C: -1.565 1.034 -2.108  -0.17
H: -2.987 0.527 1.338  0.07
H: 1.942 0.466 -1.567  0.05
H: -1.463 4.273 3.192  0.09
O: 1.169 3.224 -1.909  -0.12
H: -0.100 -0.101 0.337  0.05
H: 0.943 2.100 -0.311  0.03
H: 0.364 -1.130 5.540  0.09
C: -3.217 -0.395 0.804  -0.12

## Properties
Structure (SMILES) ... COP(=O)(OC)OC.CO.CO.CO.CO.CO.CO.CO.CO.CO.CO
Lowest unoccupied orbital energy ... 0.3 eV
Orbital gap ... 10.403 eV
Net charge ... 0
Electronic energy ... -52226.4829 eV